(1)
{
  "formula": "C55H67F15N3O11S2",
  "method": "ωB97M-V/def2-TZVPD",
  "homo_ev": -10.72,
  "total_charge": 1,
  "relative_energy_kcal_mol": 0.00,
  "multiplicity": 1,
  "gap_ev": 6.67,
  "species": ["C", "C", "C", "C", "C", "C", "C", "C", "C", "C", "C", "C", "C", "S", "C", "S", "N", "C", "C", "C", "C", "C", "C", "C", "C", "C", "C", "C", "C", "N", "N", "O", "C", "C", "C", "C", "C", "C", "C", "C", "C", "H", "H", "H", "H", "H", "H", "H", "H", "H", "H", "H", "H", "H", "H", "H", "H", "H", "H", "H", "H", "H", "H", "H", "H", "H", "H", "H", "H", "H", "H", "H", "H", "H", "H", "H", "H", "H", "H", "H", "H", "H", "H", "C", "C", "O", "C", "O", "C", "F", "F", "F", "H", "H", "H", "H", "H", "C", "C", "O", "C", "O", "C", "F", "F", "F", "H", "H", "H", "H", "H", "C", "C", "O", "C", "O", "C", "F", "F", "F", "H", "H", "H", "H", "H", "C", "C", "O", "C", "O", "C", "F", "F", "F", "H", "H", "H", "H", "H", "C", "C", "O", "C", "O", "C", "F", "F", "F", "H", "H", "H", "H", "H"],
  "positions_angstrom": [[1.49597, -2.91452, 5.76643], [1.38410, -2.02157, 4.54570], [2.41156, -2.03629, 3.62031], [2.34700, -1.22040, 2.51578], [1.27416, -0.38373, 2.31857], [0.23151, -0.36862, 3.22574], [-0.97150, 0.54015, 3.05407], [-1.84959, 0.20912, 1.85496], [-1.40325, -0.03916, 0.58283], [-2.25769, -0.36622, -0.47994], [-1.72034, -0.66518, -1.84834], [-2.77558, -0.98020, -2.91154], [-3.53706, -2.29230, -2.67801], [-2.54548, -3.76208, -2.97879], [-1.82078, -4.23742, -1.43704], [-2.42243, -3.71834, -0.00345], [-0.68263, -5.06402, -1.63790], [0.46161, -4.15836, -1.78954], [1.17960, -4.24874, -2.95403], [2.24283, -3.41717, -3.20943], [2.60190, -2.46076, -2.28220], [1.89012, -2.39401, -1.10394], [0.82317, -3.21826, -0.84376], [-0.50447, -6.06389, -0.61898], [-1.55727, -6.84809, -0.19761], [-1.41172, -7.82907, 0.73739], [-0.17846, -8.09656, 1.29968], [0.87039, -7.31492, 0.89038], [0.71853, -6.32380, -0.04848], [-3.55833, -0.44152, -0.28168], [-3.94388, -0.21800, 0.92914], [-5.30086, -0.34009, 1.13454], [-5.67495, -1.75018, 1.20173], [-5.89800, -2.23899, 2.65057], [-4.69437, -3.11114, 3.07826], [-7.28272, -2.89089, 2.89868], [-7.80788, -3.82643, 1.78498], [-9.13609, -4.44312, 2.29660], [-6.80804, -4.90611, 1.32022], [-3.24557, 0.10685, 1.99085], [0.31113, -1.18605, 4.32745], [0.78054, -3.73931, 5.68788], [1.36550, -2.33340, 6.68331], [2.49488, -3.35694, 5.80672], [3.27558, -2.67795, 3.76224], [3.17138, -1.22241, 1.80725], [1.28943, 0.24694, 1.43322], [-1.59794, 0.40779, 3.94641], [-0.71172, 1.60602, 3.04443], [-0.34265, 0.02240, 0.36360], [-0.96255, -1.45795, -1.80245], [-1.19645, 0.24479, -2.17946], [-3.48781, -0.16512, -3.08264], [-2.23715, -1.08248, -3.86261], [-4.35969, -2.32288, -3.40301], [-4.00730, -2.38532, -1.69682], [0.93170, -4.98135, -3.71734], [2.80711, -3.48297, -4.13436], [3.41871, -1.76655, -2.45039], [2.16229, -1.66402, -0.34368], [0.29183, -3.09681, 0.09510], [-2.54521, -6.67927, -0.62392], [-2.26487, -8.42948, 1.04186], [-0.04535, -8.89270, 2.02258], [1.83980, -7.53895, 1.32797], [1.62088, -5.78663, -0.32355], [-4.91178, -2.39136, 0.74327], [-6.55513, -1.84952, 0.56249], [-5.85609, -1.34088, 3.28568], [-4.40386, -3.81922, 2.29334], [-3.79268, -2.52307, 3.29518], [-4.94039, -3.72920, 3.94851], [-7.19639, -3.45939, 3.83440], [-8.02741, -2.10092, 3.05035], [-8.08632, -3.20386, 0.92418], [-9.61088, -4.94525, 1.44864], [-9.76208, -3.61485, 2.64240], [-8.94225, -5.14417, 3.11337], [-6.04542, -5.16050, 2.05791], [-7.36774, -5.83146, 1.13157], [-6.35519, -4.63967, 0.35741], [-3.73964, 0.24959, 2.94318], [-0.48997, -1.17128, 5.06715], [-1.97670, 4.33893, 1.82974], [-2.42780, 5.74010, 2.18377], [-1.64729, 6.26603, 3.27108], [-0.44981, 6.73106, 2.93385], [0.00890, 6.72620, 1.82972], [0.26787, 7.30762, 4.16022], [0.17098, 6.49648, 5.22202], [-0.25035, 8.48795, 4.51634], [1.56300, 7.48977, 3.90812], [-2.00147, 3.68033, 2.70084], [-2.61843, 3.91983, 1.05348], [-0.94999, 4.34569, 1.46166], [-3.46070, 5.73303, 2.52605], [-2.37854, 6.40169, 1.31976], [2.05409, 6.95833, -0.85620], [1.51211, 8.23835, -1.45086], [2.03369, 8.45285, -2.77645], [1.43832, 7.77856, -3.75045], [0.52281, 7.01852, -3.62026], [2.07201, 8.14328, -5.10036], [3.40999, 8.14620, -5.03487], [1.68453, 9.36450, -5.49147], [1.71832, 7.28196, -6.05196], [3.14362, 6.96050, -0.87384], [1.71837, 6.83963, 0.17223], [1.72623, 6.08928, -1.42658], [1.83331, 9.09164, -0.85659], [0.42232, 8.24674, -1.46530], [4.00292, 6.03226, 4.77767], [5.43797, 6.08263, 5.25434], [6.05811, 4.78590, 5.15772], [6.49595, 4.44024, 3.95259], [6.41574, 5.10278, 2.96049], [7.16682, 3.06099, 4.01697], [6.43373, 2.18477, 4.71874], [8.36728, 3.14310, 4.60453], [7.34557, 2.54977, 2.80035], [3.44839, 5.26666, 5.32362], [3.51801, 6.99210, 4.92634], [3.94910, 5.77742, 3.71874], [5.47331, 6.35794, 6.30658], [6.01869, 6.82367, 4.70582], [7.42048, 5.51029, -3.97148], [7.68390, 5.32815, -2.49211], [6.46301, 5.04637, -1.77850], [6.03521, 3.79369, -1.82499], [6.56171, 2.88807, -2.40165], [4.76003, 3.65209, -0.98390], [3.89030, 4.64476, -1.22035], [5.03942, 3.67170, 0.32581], [4.12570, 2.50222, -1.23368], [6.66404, 6.27973, -4.13252], [8.33497, 5.80017, -4.48765], [7.04690, 4.59046, -4.42135], [8.07466, 6.24999, -2.06628], [8.41965, 4.54639, -2.30612], [-1.10680, -4.63703, -6.18431], [-0.53708, -6.03772, -6.25681], [-0.74614, -6.61696, -7.55466], [0.11510, -6.24786, -8.49864], [1.02474, -5.48605, -8.35322], [-0.20263, -6.97836, -9.81085], [-1.51363, -6.95803, -10.08230], [0.17584, -8.26185, -9.74031], [0.43101, -6.42407, -10.83991], [-2.16098, -4.63776, -6.46682], [-1.01259, -4.23755, -5.17543], [-0.59115, -3.96514, -6.87125], [-1.05191, -6.68627, -5.54954], [0.52289, -6.05505, -6.00096]],
  "lowdin_charge": [-0.0342, -0.2573, -0.0343, -0.0739, -0.0628, -0.2190, -0.0641, -0.1015, 0.0880, -0.2152, -0.1236, -0.2311, -0.4795, 0.9908, -1.0148, 0.7616, -0.0638, -0.2751, -0.0151, -0.0549, -0.0629, -0.0796, -0.0615, -0.2514, -0.0680, -0.0796, -0.0831, -0.0830, -0.0220, 0.2314, -0.1008, -0.0052, -0.1092, -0.3151, -0.0702, -0.1483, -0.4212, -0.0748, -0.0548, 0.0870, -0.0066, 0.0878, 0.0862, 0.0772, 0.1209, 0.1118, 0.1081, 0.1193, 0.1287, 0.1205, 0.1052, 0.1418, 0.1213, 0.1150, 0.0869, 0.0252, 0.1152, 0.1181, 0.1149, 0.0885, 0.0985, 0.1139, 0.1129, 0.1098, 0.1125, 0.1201, 0.0762, 0.1275, 0.1315, 0.0370, 0.0692, 0.0870, 0.1224, 0.1208, 0.1184, 0.0811, 0.0777, 0.0859, 0.0698, 0.0792, 0.0773, 0.1649, 0.1283, -0.0666, -0.1877, 0.0425, -0.3828, 0.1619, -0.5368, 0.1670, 0.1792, 0.1597, 0.0687, 0.0816, 0.0788, 0.1291, 0.1304, -0.0627, -0.1859, 0.0383, -0.3979, 0.1637, -0.5451, 0.1626, 0.1699, 0.1710, 0.0785, 0.0582, 0.0735, 0.1281, 0.1253, -0.0658, -0.1871, 0.0346, -0.3971, 0.1683, -0.5439, 0.1607, 0.1710, 0.1690, 0.0874, 0.0678, 0.0790, 0.1275, 0.1282, -0.0562, -0.1895, 0.0361, -0.3994, 0.1724, -0.5317, 0.1517, 0.1665, 0.1576, 0.0813, 0.0855, 0.0778, 0.1266, 0.1271, -0.0732, -0.1994, 0.0356, -0.3918, 0.1719, -0.5465, 0.1665, 0.1697, 0.1766, 0.0865, 0.0097, 0.0831, 0.1286, 0.1188]
}

---

(2)
{
  "formula": "C10H9NO2S",
  "method": "ωB97M-V/def2-TZVPD",
  "homo_ev": -7.23,
  "relative_energy_kcal_mol": 89.36,
  "multiplicity": 1,
  "gap_ev": 6.60,
  "species": ["C", "C", "C", "C", "C", "C", "C", "C", "C", "C", "N", "O", "O", "S", "H", "H", "H", "H", "H", "H", "H", "H", "H"],
  "positions_angstrom": [[-2.43877, -1.53012, -0.87031], [-2.51380, -2.04466, 0.39384], [-1.28067, -0.98685, -1.38877], [-1.40673, -1.94308, 1.20525], [-0.25616, -0.75588, -0.49837], [-0.32231, -1.21452, 0.79747], [0.83618, -0.06196, -1.12982], [-0.06188, 1.83212, 1.56099], [1.04303, 1.36308, 0.70534], [2.69453, 1.57541, -0.97919], [1.45223, 1.00196, -0.42407], [1.24242, -0.32902, -2.24298], [1.30724, 2.27199, 1.62750], [1.05808, -1.19665, 1.83992], [-3.33839, -1.57708, -1.61386], [-3.41666, -2.46301, 0.87210], [-1.05869, -0.60814, -2.46283], [-1.53823, -2.03123, 2.38234], [-0.66555, 2.69653, 1.27997], [-0.32833, 1.15257, 2.36393], [3.41803, 1.80920, -0.21722], [3.07975, 0.67357, -1.47336], [2.49467, 2.36578, -1.72786]],
  "lowdin_charge": [-0.1127, -0.1012, -0.0264, -0.1491, -0.2291, -0.7190, -0.3605, 0.0154, -0.3340, 0.0515, 0.0165, 0.1249, 0.1148, 0.6099, 0.1341, 0.1165, 0.1564, 0.1432, 0.1322, 0.0970, 0.1007, 0.1003, 0.1187]
}

---

(3)
{
  "formula": "C5H11N2O",
  "method": "ωB97M-V/def2-TZVPD",
  "homo_ev": -12.63,
  "total_charge": 1,
  "relative_energy_kcal_mol": 76.07,
  "smiles": "C=C1[NH2+]CCN1CO",
  "multiplicity": 1,
  "gap_ev": 9.14,
  "species": ["C", "C", "N", "C", "C", "N", "C", "O", "H", "H", "H", "H", "H", "H", "H", "H", "H", "H", "H"],
  "positions_angstrom": [[-0.41298, -1.90321, -0.88862], [0.22018, -0.76823, -0.49692], [1.69406, -0.31562, -0.62778], [1.74956, 0.61987, 0.51875], [0.42933, 1.38818, 0.49077], [-0.40096, 0.24028, 0.17741], [-1.91532, 0.36549, 0.11832], [-2.52261, -0.64345, 0.86056], [-0.03104, -2.65056, -1.58102], [-1.52235, -1.94203, -0.63273], [2.30887, -1.15064, -0.60589], [1.79810, 0.34822, -1.41146], [2.60188, 1.29519, 0.22773], [1.88022, 0.27151, 1.48427], [0.24523, 1.72896, 1.46317], [0.38390, 2.17552, -0.19492], [-2.19750, 0.29608, -0.97975], [-2.11158, 1.36226, 0.37763], [-2.19700, -0.71783, 1.70048]],
  "lowdin_charge": [0.1110, -0.2840, 0.1624, -0.0952, -0.0947, -0.0827, -0.1682, 0.0216, 0.0709, 0.0966, 0.2087, 0.1980, 0.1583, 0.1206, 0.1239, 0.1170, 0.1622, 0.1119, 0.0617]
}